Entry 1:
Entry from the Open Molecules 2025 dataset: the molecule C22H33N3O3S in a non-equilibrium geometry (ωB97M-V/def2-TZVPD).

* gap between HOMO and LUMO: 8.8 eV
* structure (SMILES): CCC(=O)N1CCCc2cc(S(=O)(=O)N3CCC(N4CCCCC4)CC3)ccc21
* F_max: 1.10 eV/A
* E: -44798.38312 eV
* HOMO: -8.249 eV

```
62
Properties=species:S:1:pos:R:3:forces:R:3:nbo_charge:R:1
C -8.305917 -0.802252 1.026531 0.1 0.1 -0.1 -0.60
C -7.310830 0.324283 0.774908 -0.2 -0.4 0.1 -0.50
C -5.935918 -0.239579 0.454975 -0.2 0.2 0.0 0.70
O -5.750018 -1.431806 0.360967 -0.1 -0.2 0.0 -0.60
N -4.930003 0.687539 0.274829 0.2 0.0 0.0 -0.45
C -5.260785 2.107441 0.212722 -0.2 0.5 0.1 -0.20
C -4.059575 2.989065 -0.098070 -0.1 -0.1 -0.2 -0.40
C -3.309160 2.392477 -1.283570 0.0 0.0 0.2 -0.44
C -2.795485 1.062155 -0.824806 -0.1 -0.1 0.0 0.03
C -1.509838 0.639971 -1.118052 0.1 -0.1 0.0 -0.20
C -1.035173 -0.552108 -0.610609 0.5 0.0 -0.1 -0.34
S 0.620240 -1.098940 -0.999494 -0.4 0.1 0.4 2.32
O 1.261982 -0.078693 -1.788287 -0.2 0.1 0.2 -0.96
O 0.577682 -2.425902 -1.537992 0.0 -0.2 0.2 -0.94
N 1.251714 -1.212941 0.554776 -0.6 -0.1 -0.9 -0.67
C 2.307843 -2.190266 0.720139 0.3 -0.5 -0.4 -0.23
C 3.646684 -1.664986 0.205934 -0.1 0.1 0.4 -0.42
C 4.000343 -0.365238 0.938550 -0.2 -0.1 -0.2 -0.02
N 5.339162 0.080935 0.596610 0.0 0.0 0.1 -0.46
C 5.942379 0.973740 1.565722 0.2 -0.1 0.2 -0.21
C 7.449759 1.037906 1.327877 -0.1 0.3 0.0 -0.40
C 7.735236 1.534478 -0.084890 0.1 -0.3 0.0 -0.40
C 6.998900 0.646584 -1.081943 -0.1 0.3 0.0 -0.40
C 5.510225 0.611367 -0.743284 0.2 -0.2 -0.2 -0.22
C 2.873958 0.655029 0.694506 0.2 -0.2 0.2 -0.46
C 1.539342 0.069872 1.157240 0.0 0.6 0.0 -0.22
C -1.818878 -1.322344 0.225310 -0.1 0.0 0.0 -0.18
C -3.099518 -0.907678 0.537733 0.1 -0.1 0.1 -0.20
C -3.612836 0.273820 -0.001599 0.5 -0.2 -0.2 0.15
H -7.983000 -1.409198 1.867903 0.0 -0.1 0.0 0.22
H -9.290877 -0.394898 1.240391 -0.1 0.0 0.0 0.21
H -8.369289 -1.447287 0.154675 0.0 -0.1 0.0 0.22
H -7.243132 0.963860 1.657697 0.0 0.1 -0.1 0.22
H -7.656454 0.937690 -0.060281 0.1 0.1 0.1 0.22
H -5.695824 2.414211 1.170383 0.0 0.0 -0.2 0.20
H -6.014850 2.264279 -0.567776 0.1 0.0 0.1 0.19
H -4.412540 3.998115 -0.313102 0.0 0.0 0.1 0.22
H -3.389745 3.035390 0.762757 0.0 0.1 0.0 0.21
H -2.483641 3.031228 -1.596479 0.0 0.0 -0.1 0.22
H -3.989306 2.274323 -2.131304 0.0 0.1 -0.1 0.21
H -0.863116 1.229428 -1.749837 0.0 0.2 -0.1 0.24
H 1.998607 -3.075156 0.163155 0.1 -0.1 0.2 0.24
H 2.371512 -2.437597 1.785446 -0.1 0.0 -0.1 0.19
H 3.546775 -1.483274 -0.864632 0.1 0.0 -0.1 0.21
H 4.433074 -2.402818 0.365435 0.0 0.0 0.0 0.22
H 4.025749 -0.593857 2.013834 0.0 0.0 -0.1 0.19
H 5.746976 0.587152 2.569488 -0.1 0.0 0.0 0.20
H 5.524305 1.995851 1.504804 0.0 0.0 0.0 0.16
H 7.864468 0.036344 1.449806 0.0 0.0 0.1 0.20
H 7.909977 1.695944 2.067469 0.0 0.0 0.0 0.20
H 8.808910 1.522164 -0.281967 0.0 0.1 0.0 0.21
H 7.385329 2.564951 -0.187000 0.0 0.1 0.0 0.19
H 7.395766 -0.367992 -1.027164 0.0 -0.1 -0.1 0.20
H 7.134874 1.017678 -2.099148 0.0 0.0 -0.1 0.21
H 4.986855 -0.029040 -1.452745 -0.1 0.1 0.0 0.21
H 5.099670 1.633031 -0.832821 0.0 0.0 0.0 0.16
H 2.801636 0.874120 -0.370678 0.1 0.1 0.1 0.24
H 3.072701 1.581128 1.237885 0.0 0.1 0.0 0.21
H 0.714904 0.737053 0.893187 0.0 0.1 0.2 0.22
H 1.541572 -0.068261 2.244789 -0.1 0.0 -0.1 0.20
H -1.415293 -2.237412 0.625957 0.0 -0.1 0.1 0.24
H -3.706862 -1.508231 1.192152 0.0 0.0 0.0 0.25
```
Forces are in eV/Å.

---

Entry 2:
Entry from the Open Molecules 2025 dataset: a structure of composition H2MgO in a non-equilibrium geometry (ωB97M-V/def2-TZVPD).

* gap between HOMO and LUMO: 11.9 eV
* F_max: 1.13 eV/A
* net charge: +2
* E: -7504.42890 eV
* HOMO: -25.651 eV

```
4
Properties=species:S:1:pos:R:3:forces:R:3:nbo_charge:R:1
O -0.173616 1.833766 0.677377 0.3 0.4 1.0 -1.12
H 0.628108 2.371723 0.867378 -0.3 0.2 -0.2 0.58
H -0.799352 2.056137 1.403499 0.0 0.2 -0.3 0.58
Mg -0.008595 0.093280 0.035009 0.0 -0.9 -0.5 1.97
```
Forces are in eV/Å.

---

Entry 3:
Entry from the Open Molecules 2025 dataset: the molecule C2H4N2 in a non-equilibrium geometry (ωB97M-V/def2-TZVPD).

* gap between HOMO and LUMO: 9.9 eV
* structure (SMILES): NN1C=C1
* F_max: 2.36 eV/A
* E: -5114.16635 eV
* HOMO: -8.745 eV

```
8
Properties=species:S:1:pos:R:3:forces:R:3:nbo_charge:R:1
N -0.896548 0.080411 0.957359 -1.4 0.2 0.4 -0.73
N -0.080050 -0.826322 0.211951 0.8 0.8 -0.6 -0.26
C 0.154410 -0.413695 -1.216158 1.0 0.3 2.1 -0.09
C 1.065487 -0.069421 -0.364763 -1.4 -0.5 -1.4 -0.07
H -1.139210 1.055961 0.657764 1.1 -1.3 0.0 0.34
H -0.546151 -0.004660 1.900551 -0.3 0.5 0.1 0.36
H -0.364104 -0.422742 -2.126611 -0.5 0.0 -0.9 0.22
H 1.806166 0.600467 -0.020094 0.8 0.1 0.2 0.22
```
Forces are in eV/Å.

---

Entry 4:
Entry from the Open Molecules 2025 dataset: a structure of composition C31H53BrNP3Sr in a non-equilibrium geometry (ωB97M-V/def2-TZVPD).

* gap between HOMO and LUMO: 4.1 eV
* F_max: 5.16 eV/A
* net charge: +2
* E: -133224.72368 eV
* HOMO: -9.639 eV

```
90
Properties=species:S:1:pos:R:3:forces:R:3:lowdin_charge:R:1
C -1.691291 5.856613 -3.215725 -0.2 0.3 -0.5 -0.03
C -1.945053 4.507351 -3.533977 0.8 -0.4 -0.6 -0.27
C -2.260487 4.167996 -4.866720 0.2 0.9 -0.4 -0.04
C -2.311799 5.193279 -5.829666 0.0 -0.4 1.1 -0.13
N -2.100444 6.469028 -5.499443 0.1 0.4 -0.5 0.04
C -1.782020 6.810980 -4.250561 -0.3 -1.1 0.4 -0.13
C -1.774906 3.437188 -2.567005 -1.8 0.9 0.3 -0.19
C -1.020487 2.696229 -1.892143 3.7 -1.1 0.8 -0.26
C -0.136843 1.750229 -1.284487 -3.4 3.0 -2.5 -0.34
C 0.826968 2.124621 -0.337749 1.6 -0.2 1.9 -0.07
C 1.654316 1.166813 0.219054 -0.5 1.5 -0.4 -0.18
C 1.487744 -0.200607 -0.106845 1.2 -1.8 -0.7 -0.50
C 0.536576 -0.560163 -1.089245 0.0 0.5 -0.2 -0.15
C -0.237280 0.403471 -1.727366 0.4 -1.9 -0.1 -0.15
Sr -3.010138 1.416740 -1.588394 0.0 -0.2 0.4 1.42
P 2.794628 -1.427075 0.202216 -1.4 1.9 -1.0 0.97
H -2.379763 3.129648 -5.173168 -0.1 0.2 0.1 0.10
H -1.426535 6.166025 -2.202107 -0.1 -0.2 -0.3 0.11
H -2.538513 4.972844 -6.881983 0.1 0.2 0.5 0.11
H -1.618987 7.879636 -4.055381 0.0 -0.5 -0.1 0.11
H -0.666045 0.198863 -2.726212 0.3 0.0 0.7 0.11
H 0.980812 3.200496 -0.187243 0.1 -0.5 0.1 0.13
H 0.446832 -1.602894 -1.382160 0.1 0.2 -0.2 0.08
H 2.478768 1.466301 0.858012 0.0 0.1 -0.1 0.08
C 2.181446 -2.779305 1.219461 0.1 -0.5 0.2 -0.35
C 2.816320 -4.153169 0.945532 0.0 -0.2 0.1 -0.12
H 1.089215 -2.816395 1.086345 0.3 0.0 -0.1 0.05
H 2.342334 -2.476059 2.266018 0.0 0.0 -0.2 0.09
H 2.565198 -4.826070 1.776345 0.1 0.1 -0.3 0.09
H 2.429419 -4.602893 0.017053 0.2 0.2 0.3 0.08
H 3.914963 -4.106558 0.878994 -0.4 0.0 0.0 0.07
C 3.375970 -2.038354 -1.399356 0.2 -0.5 -0.1 -0.32
C 3.865703 -0.960683 -2.384161 0.1 0.1 0.0 -0.10
H 2.548220 -2.622452 -1.838475 0.3 0.2 0.2 0.10
H 4.188656 -2.749087 -1.179517 -0.3 0.1 -0.2 0.09
H 4.128323 -1.451143 -3.336221 -0.1 0.2 0.4 0.09
H 3.092183 -0.202748 -2.591087 0.3 -0.3 0.2 0.08
H 4.773114 -0.453797 -2.008699 -0.4 -0.2 -0.2 0.08
C 4.160362 -0.573651 0.998856 0.2 0.0 0.1 -0.33
C 5.386800 -1.472404 1.201411 0.3 0.1 0.1 -0.11
H 3.778905 -0.183647 1.958492 0.2 -0.1 -0.3 0.08
H 4.408703 0.289757 0.357367 -0.1 -0.3 0.3 0.10
H 6.166899 -0.888699 1.708711 -0.2 -0.3 -0.1 0.09
H 5.156727 -2.346947 1.829461 0.1 0.3 -0.2 0.08
H 5.805177 -1.815873 0.240717 -0.2 0.1 0.4 0.08
Br -0.262738 -0.508052 2.135549 -0.2 1.1 1.6 0.69
P -3.389556 -2.641050 -1.787550 -0.4 -1.7 -0.2 0.98
C -1.634692 -3.230326 -1.839369 0.2 -0.1 0.0 -0.43
C -1.441152 -4.733857 -2.031169 0.2 -0.1 0.0 -0.15
H -1.145904 -2.897609 -0.913332 0.0 -0.1 -0.2 0.05
H -1.151174 -2.706719 -2.675598 0.0 -0.1 0.2 0.07
H -0.365724 -4.954443 -2.088084 -0.2 -0.1 0.0 0.07
H -1.858360 -5.319800 -1.204232 0.0 0.1 -0.2 0.07
H -1.894578 -5.084542 -2.965571 0.0 0.1 0.2 0.08
C -3.502610 -2.095179 -0.012044 0.0 0.5 -0.2 -0.45
C -4.123983 -3.246153 0.814316 -0.1 0.0 0.1 -0.16
H -4.151423 -1.199802 0.033077 0.0 -0.3 0.2 0.06
H -2.517267 -1.795036 0.383595 -0.2 -0.1 -0.1 0.02
H -4.098619 -3.025062 1.888871 0.0 0.0 -0.2 0.07
H -5.174597 -3.421041 0.541825 0.4 0.1 0.0 0.08
H -3.603672 -4.208418 0.673862 0.0 0.4 -0.1 0.07
C -3.185736 -1.206011 -2.907586 0.4 0.6 0.3 -0.55
C -3.059904 -1.518885 -4.408727 -0.2 0.0 -0.3 -0.12
H -2.222600 -0.764963 -2.572584 -0.8 0.3 -0.3 -0.02
H -4.079837 -0.565640 -2.740684 0.3 -0.1 -0.2 0.04
H -3.187335 -0.585859 -4.981972 0.1 -0.4 0.1 0.08
H -2.071870 -1.926690 -4.679063 -0.4 0.1 0.3 0.08
H -3.820167 -2.229441 -4.766465 0.2 0.2 0.3 0.08
C -2.233237 2.399213 2.590740 -0.3 0.0 0.0 -0.13
C -0.743478 2.628570 2.895482 -0.1 0.5 0.0 -0.34
P 0.062882 1.178034 3.591717 -0.4 -1.1 -1.0 0.69
C 1.817874 1.461808 3.861131 0.2 -0.1 -0.1 -0.35
C 2.019328 2.524912 4.954172 0.1 0.3 0.3 -0.11
C -0.790139 0.617087 5.066064 -0.2 0.2 0.4 -0.38
C -0.133661 -0.498128 5.890695 0.1 0.0 0.0 -0.11
H -2.563573 3.040762 1.759161 0.2 -0.1 0.3 0.08
H -2.870760 2.629381 3.458104 0.3 -0.1 -0.3 0.09
H -2.416670 1.357319 2.299880 0.0 0.2 0.0 0.03
H -0.194379 2.940198 1.994065 0.0 -0.3 0.2 0.08
H -0.622583 3.443168 3.630884 0.0 -0.3 -0.2 0.11
H 2.276015 0.496843 4.120116 -0.2 0.2 0.1 0.10
H 2.273498 1.773155 2.909678 -0.3 0.0 0.2 0.08
H 1.619304 2.217891 5.932711 0.1 0.0 -0.4 0.08
H 3.091623 2.713095 5.089528 -0.3 -0.1 -0.1 0.10
H 1.555406 3.486368 4.691753 0.1 -0.3 0.0 0.08
H -0.930510 1.524373 5.670850 0.0 -0.1 0.0 0.11
H -1.782136 0.291388 4.726568 0.1 0.2 0.0 0.10
H 0.850755 -0.212666 6.287838 -0.3 -0.1 -0.2 0.08
H -0.786225 -0.722805 6.742664 0.2 0.1 -0.2 0.09
H -0.036536 -1.418791 5.310192 0.1 0.1 0.0 0.07
```
Forces are in eV/Å.